Below is C3H15NO4 as an isolated structure in a non-equilibrium geometry, with properties calculated with ωB97M-V/def2-TZVPD.

Structure (XYZ):
```
23
Properties=species:S:1:pos:R:3:forces:R:3:lowdin_charge:R:1
C -0.912 -0.109 1.099 -1.4 2.3 1.1 -0.290
N -0.646 0.992 2.076 -0.2 -4.8 -1.3 0.187
C 0.994 -1.145 -1.940 -0.3 -0.3 -0.4 -0.160
O -0.392 -1.375 -2.014 1.0 -1.1 1.3 -0.154
C -1.803 0.362 -0.030 -1.6 1.5 -0.1 -0.107
H -1.331 -1.006 1.616 0.8 0.2 -0.2 0.130
H 0.036 -0.374 0.538 0.0 -0.4 0.8 0.142
H -0.259 1.799 1.622 0.2 2.1 -1.0 0.020
H 1.526 -1.842 -1.228 -0.6 0.5 -0.3 0.122
H 1.485 -1.255 -2.918 -0.2 0.0 0.2 0.083
H -0.628 -1.973 -0.960 -0.5 0.3 0.4 0.022
H -2.865 0.955 0.336 3.3 -1.5 -1.0 0.153
H -2.073 -0.534 -0.657 0.3 1.1 0.5 0.072
H -1.078 1.025 -0.650 -1.6 -0.5 0.6 0.093
H 3.511 1.338 0.897 0.0 0.7 0.0 0.010
H 1.920 1.927 0.603 1.3 -1.0 0.1 0.001
O 2.586 1.147 0.771 -1.5 0.0 -0.2 -0.128
H -1.008 -3.453 -0.425 0.0 1.0 1.2 0.049
H 0.299 3.156 -0.396 -0.4 0.0 0.0 0.005
O -0.907 -2.606 0.098 0.3 -0.7 -2.6 -0.199
H 1.121 -0.137 -1.552 0.5 0.4 0.1 0.068
H -0.063 0.554 2.781 0.1 0.6 0.4 0.109
O 0.486 2.556 0.332 0.5 -0.2 0.3 -0.230
```
Positions in Å, forces in eV/Å.

As for the HOMO energy: -9.18 eV. The value obtained for the strongest force on any atom is 5.020 eV/A. The energy relative to the best compared isomer or geometry (same formula, charge and spin) comes out at 1007.56 kJ/mol. The molar mass comes out at 129.16 g mol⁻¹. Its orbital gap is 3.540 eV.